Run one
C4H9NO2 in the gas phase. Source: the OMol25 dataset; level of theory: wB97M-V/def2-TZVPD.

The frontier orbital gap is 9.75 eV. The LUMO energy comes out at 0.77 eV.

```
! wB97M-V def2-TZVPD RIJCOSX def2/J DEFGRID3
* xyz 0 1
C 1.379 -1.617 0.095
C 0.839 -0.346 -0.541
O -0.386 -0.564 -1.202
C 0.421 0.714 0.498
C -0.963 0.970 -0.062
O -1.101 1.620 -1.199
N -2.035 0.894 0.723
H 0.631 -2.041 0.776
H 2.302 -1.423 0.656
H 1.587 -2.358 -0.682
H 1.608 0.059 -1.222
H -0.716 0.741 -1.717
H 0.373 0.317 1.519
H 0.997 1.645 0.504
H -2.935 1.041 0.286
H -2.001 0.349 1.571
*
```



Run two
A molecular structure, C4H9NO2. Source: the OMol25 dataset; level of theory: wB97M-V/def2-TZVPD.

The frontier orbital gap is 4.31 eV. The LUMO energy comes out at -3.27 eV.

```
! wB97M-V def2-TZVPD RIJCOSX def2/J DEFGRID3
* xyz 0 1
C -0.885 1.698 0.689
C -0.288 0.630 -0.565
N 1.117 0.320 -0.116
C 1.406 1.183 1.327
C 0.192 1.810 1.563
H -1.793 2.371 0.808
H -0.338 1.148 -1.552
H 1.050 -0.654 0.122
H 2.328 1.138 1.915
H 0.038 2.288 2.479
H -1.057 -0.159 -0.632
H -0.389 -2.081 -1.149
O -0.129 -2.385 0.011
H -0.205 -2.115 -2.939
H -0.264 -3.341 0.314
O -0.783 -1.851 -2.274
*
```



It is run two that is the least stable of them.